# 1
This record from the Open Molecules 2025 dataset describes 2 unconnected molecules or ions with the total composition C5H9NO. The level of theory is ωB97M-V with the def2-TZVPD basis set.

Lowest unoccupied orbital energy   -0.0152 Ha
Total energy   -325.74907 hartree
Gap between HOMO and LUMO   8.49 eV
ΔE to the lowest compared entry with this formula, charge and spin   118.3 kcal/mol
HOMO level   -0.3273 hartree

Structure (ORCA input):
```
! RIJCOSX wB97M-V def2-TZVPD def2/J DEFGRID3
* xyz 0 1
C 0.33 1.38 -1.21
C 0.38 0.23 -0.28
C -0.30 -0.21 0.80
N -1.47 0.27 1.41
O -1.83 -0.39 2.36
C 0.62 -1.37 1.10
C 1.37 -0.91 -0.19
H 0.49 1.05 -2.24
H 1.15 2.07 -0.96
H -0.61 1.93 -1.14
H 1.20 -1.26 2.02
H 0.18 -2.37 1.07
H 1.31 -1.62 -1.02
H 2.42 -0.61 -0.05
H -2.64 0.83 -1.24
H -2.63 0.83 -0.50
*
```

=====

# 2
This record from the Open Molecules 2025 dataset describes a molecular structure, C4H9BrFOP. The level of theory is ωB97M-V with the def2-TZVPD basis set.

Lowest unoccupied orbital energy   0.0270 Ha
Total energy   -3248.23570 hartree
Gap between HOMO and LUMO   10.21 eV
ΔE to the lowest compared entry with this formula, charge and spin   8.8 kcal/mol
HOMO level   -0.3481 hartree

Structure (ORCA input):
```
! RIJCOSX wB97M-V def2-TZVPD def2/J DEFGRID3
* xyz 0 1
C -1.42 -0.90 -1.93
C 1.36 0.48 2.02
C -1.51 -0.88 -0.45
C 1.51 0.78 0.51
O -1.01 0.33 0.11
F 2.45 1.70 0.35
P 0.11 1.23 -0.60
Br 2.11 -0.90 -0.45
H -2.34 -0.43 -2.27
H -0.55 -0.37 -2.24
H -1.24 -1.96 -2.29
H 0.70 -0.40 1.94
H 2.40 0.40 2.30
H 1.02 1.27 2.67
H -0.89 -1.67 0.05
H -2.55 -0.97 0.01
H -0.15 2.27 0.28
*
```

=====

# 3
This record from the Open Molecules 2025 dataset describes a molecular structure, C3H3N3O2. The level of theory is ωB97M-V with the def2-TZVPD basis set.

Lowest unoccupied orbital energy   -0.0682 Ha
Total energy   -430.74546 hartree
Gap between HOMO and LUMO   7.42 eV
ΔE to the lowest compared entry with this formula, charge and spin   110.1 kcal/mol
HOMO level   -0.3408 hartree

Structure (ORCA input):
```
! RIJCOSX wB97M-V def2-TZVPD def2/J DEFGRID3
* xyz 0 1
C 1.71 -0.59 -0.05
C 0.40 0.00 -0.01
C -1.60 0.12 -0.04
H 2.02 1.12 0.26
H 2.06 -1.56 -0.38
H -2.76 -1.13 -0.14
N 0.14 1.34 -0.10
N -1.20 1.40 -0.09
N -0.60 -0.86 -0.12
O 2.71 0.31 0.31
O -2.88 -0.15 0.36
*
```

=====

# 4
This record from the Open Molecules 2025 dataset describes a molecular structure, C36H31CaN8O4S. The level of theory is ωB97M-V with the def2-TZVPD basis set.

Lowest unoccupied orbital energy (alpha / beta)   0.0683 / 0.0682 Ha
Total energy   -3205.42080 hartree
Gap between HOMO and LUMO (alpha / beta)   6.20 / 6.19 eV
ΔE to the lowest compared entry with this formula, charge and spin   0.0 kcal/mol
HOMO level (alpha / beta)   -0.1594 / -0.1594 hartree

Structure (ORCA input):
```
! RIJCOSX wB97M-V def2-TZVPD def2/J DEFGRID3
* xyz -1 1
Ca 11.58 10.87 12.82
C 16.81 9.56 14.59
C 15.95 9.24 15.64
C 14.67 9.76 15.70
C 14.25 10.73 14.82
C 15.11 11.09 13.80
C 16.34 10.49 13.70
N 12.97 11.40 14.87
C 12.86 12.39 15.79
C 13.90 12.80 16.71
C 13.58 13.77 17.61
C 12.31 14.47 17.65
C 11.37 14.16 16.74
C 11.65 13.15 15.79
N 10.70 12.78 14.83
N 9.61 13.47 14.72
C 8.63 12.97 13.81
C 7.38 13.60 13.85
C 6.31 13.18 13.06
C 6.56 12.14 12.22
C 7.80 11.54 12.20
N 8.87 11.95 13.02
H 17.71 9.02 14.43
H 16.27 8.57 16.46
H 14.02 9.29 16.46
H 14.71 11.80 13.07
H 16.96 10.83 12.85
H 14.85 12.33 16.67
H 14.34 14.03 18.36
H 12.21 15.37 18.32
H 10.51 14.78 16.58
H 7.28 14.39 14.55
H 5.38 13.75 13.07
H 5.83 11.83 11.48
H 7.97 10.70 11.57
N 9.33 7.63 12.86
C 9.81 7.91 14.15
C 9.41 6.96 15.10
C 9.71 7.28 16.42
C 10.41 8.42 16.72
C 10.78 9.24 15.70
N 10.50 9.02 14.42
C 9.24 8.30 11.67
C 8.47 7.80 10.63
C 8.61 8.37 9.39
C 9.36 9.49 9.21
C 10.07 9.93 10.27
N 10.05 9.35 11.53
H 9.03 6.69 12.81
H 8.81 6.20 14.86
H 9.38 6.63 17.27
H 10.67 8.75 17.77
H 11.40 10.14 15.86
H 7.82 6.96 10.71
H 8.03 7.92 8.53
H 9.43 10.12 8.28
H 10.73 10.77 10.25
C 11.30 5.27 6.71
C 11.59 6.17 7.90
C 11.33 5.76 9.21
C 11.87 6.50 10.26
C 12.58 7.65 10.04
C 12.62 8.18 8.75
C 12.13 7.43 7.71
S 13.42 8.49 11.36
O 14.78 8.09 11.11
O 12.72 8.04 12.59
N 13.28 10.05 11.35
C 13.99 11.01 10.53
C 13.25 12.35 10.41
O 13.71 13.14 9.59
O 12.32 12.49 11.27
H 10.66 4.46 7.07
H 12.21 4.77 6.33
H 10.87 5.75 5.85
H 10.85 4.80 9.47
H 11.80 6.13 11.29
H 13.04 9.16 8.61
H 12.26 7.87 6.69
H 14.14 10.65 9.52
H 14.95 11.30 10.91
*
```

=====

# 5
This record from the Open Molecules 2025 dataset describes 5 unconnected molecules or ions with the total composition C34H59FNO5Si. The level of theory is ωB97M-V with the def2-TZVPD basis set.

Lowest unoccupied orbital energy   -0.1657 Ha
Total energy   -2150.18049 hartree
Gap between HOMO and LUMO   6.14 eV
HOMO level   -0.3914 hartree

Structure (ORCA input):
```
! RIJCOSX wB97M-V def2-TZVPD def2/J DEFGRID3
* xyz 1 1
C 0.62 3.43 -0.43
C 1.58 2.42 -1.31
F 1.36 2.51 -2.80
C 1.76 0.91 -0.74
C 3.33 0.47 -0.33
C 3.78 -0.97 0.27
Si 5.67 -1.35 0.63
C 6.02 -3.27 0.78
C 6.13 -0.55 2.33
C 6.81 -0.75 -0.85
C 2.66 -2.13 0.57
C 1.10 -1.73 0.17
C -0.04 -2.88 0.47
N -1.49 -2.58 0.13
C -2.50 -3.69 0.49
C -1.93 -1.28 -0.50
C -0.89 -0.01 -0.87
C -1.63 1.25 -1.55
O -2.27 2.03 -0.44
C -3.31 2.93 -0.98
C -4.78 2.41 -1.59
C -5.94 3.40 -2.20
C -5.74 5.03 -2.19
C -4.31 5.61 -1.55
C -3.11 4.59 -0.98
C 0.66 -0.25 -0.48
H 0.14 2.75 0.42
H -0.21 3.83 -1.17
H 1.19 4.32 0.07
H 2.65 2.95 -1.21
H 4.19 1.27 -0.50
H 5.33 -3.92 0.10
H 7.14 -3.45 0.41
H 6.01 -3.55 1.92
H 5.75 0.56 2.32
H 7.27 -0.67 2.57
H 5.53 -1.17 3.16
H 6.88 0.41 -0.93
H 7.90 -1.20 -0.66
H 6.39 -1.23 -1.85
H 2.94 -3.19 1.02
H 0.29 -3.92 0.94
H -2.97 -3.44 1.55
H -3.37 -3.74 -0.29
H -1.93 -4.72 0.63
H -3.10 -1.19 -0.72
H -2.56 0.83 -2.17
H -1.03 1.90 -2.30
H -4.95 1.25 -1.61
H -6.94 2.94 -2.64
H -6.60 5.73 -2.60
H -4.18 6.79 -1.52
H -2.14 5.09 -0.57
C 10.39 2.57 2.22
C 9.81 1.43 1.39
C 10.21 1.56 -0.07
O 8.39 1.44 1.50
H 10.01 3.53 1.87
H 10.08 2.47 3.27
H 11.48 2.58 2.17
H 10.17 0.47 1.79
H 9.82 2.49 -0.50
H 9.78 0.74 -0.66
H 11.29 1.54 -0.19
H 8.07 2.28 1.15
C 0.15 -6.99 -0.06
C 1.28 -6.85 0.95
C 1.77 -8.21 1.42
O 0.83 -6.10 2.06
H -0.71 -7.50 0.39
H -0.20 -6.01 -0.39
H 0.47 -7.56 -0.94
H 2.11 -6.30 0.49
H 0.97 -8.76 1.92
H 2.58 -8.10 2.16
H 2.14 -8.82 0.59
H 0.09 -6.58 2.47
C -5.75 -0.95 4.24
C -4.30 -1.38 4.40
C -3.41 -0.21 4.81
O -3.83 -1.92 3.17
H -5.85 -0.19 3.46
H -6.37 -1.80 3.94
H -6.14 -0.54 5.18
H -4.23 -2.17 5.16
H -3.43 0.58 4.04
H -2.37 -0.53 4.91
H -3.74 0.22 5.76
H -3.88 -1.23 2.49
C -9.12 5.80 -4.91
C -9.23 4.33 -5.28
C -9.92 3.53 -4.19
O -7.92 3.80 -5.50
H -8.53 5.93 -4.00
H -8.61 6.36 -5.70
H -10.11 6.24 -4.75
H -9.78 4.23 -6.22
H -9.36 3.58 -3.25
H -9.98 2.47 -4.47
H -10.93 3.90 -4.01
H -7.42 3.88 -4.67
*
```

=====

# 6
This record from the Open Molecules 2025 dataset describes a gas-phase ion, C6H13NO (charge -1). The level of theory is ωB97M-V with the def2-TZVPD basis set.

Lowest unoccupied orbital energy (alpha / beta)   0.1389 / 0.1373 Ha
Total energy   -366.31663 hartree
Gap between HOMO and LUMO (alpha / beta)   3.17 / 6.65 eV
ΔE to the lowest compared entry with this formula, charge and spin   35.6 kcal/mol
<S²>   0.75
HOMO level (alpha / beta)   0.0224 / -0.1069 hartree

Structure (ORCA input):
```
! RIJCOSX wB97M-V def2-TZVPD def2/J DEFGRID3
* xyz -1 2
C 2.22 0.87 -0.44
N 0.86 1.35 -0.55
C -0.12 0.81 0.46
C -1.28 0.05 -0.19
C -1.08 -1.42 -0.70
C -0.23 -2.26 0.21
C -0.59 2.07 1.18
O -1.49 1.94 2.07
H 2.88 1.69 -0.17
H 2.49 0.32 -1.37
H 2.18 0.28 0.49
H 0.33 1.37 -1.46
H 0.33 0.03 1.09
H -2.10 0.08 0.57
H -1.76 0.62 -0.99
H -2.09 -1.83 -0.69
H -0.61 -1.53 -1.72
H -0.45 -2.15 1.27
H 0.82 -1.94 0.11
H -0.15 -3.34 0.01
H -0.17 3.00 0.82
*
```

=====

# 7
This record from the Open Molecules 2025 dataset describes a gas-phase ion, C2H6N3O2 (charge -1). The level of theory is ωB97M-V with the def2-TZVPD basis set.

Lowest unoccupied orbital energy   0.1643 Ha
Total energy   -394.46652 hartree
Gap between HOMO and LUMO   8.36 eV
ΔE to the lowest compared entry with this formula, charge and spin   121.5 kcal/mol
HOMO level   -0.1428 hartree

Structure (ORCA input):
```
! RIJCOSX wB97M-V def2-TZVPD def2/J DEFGRID3
* xyz -1 1
C -0.91 -0.57 -0.88
C -0.32 0.37 0.15
N -1.20 0.80 1.20
N 0.90 -0.11 0.77
N 1.87 -0.26 -0.07
O 1.78 -0.04 -1.31
O 2.98 -0.62 0.39
H -1.17 -1.50 -0.55
H -0.11 -0.77 -1.58
H -1.64 -0.05 -1.31
H 0.07 1.40 -0.42
H -0.72 1.36 1.81
H -1.53 -0.01 1.79
*
```

=====

# 8
This record from the Open Molecules 2025 dataset describes a gas-phase ion, C7H10NOS (charge +1). The level of theory is ωB97M-V with the def2-TZVPD basis set.

Lowest unoccupied orbital energy   -0.1991 Ha
Total energy   -800.59081 hartree
Gap between HOMO and LUMO   6.70 eV
ΔE to the lowest compared entry with this formula, charge and spin   29.4 kcal/mol
HOMO level   -0.4452 hartree

Structure (ORCA input):
```
! RIJCOSX wB97M-V def2-TZVPD def2/J DEFGRID3
* xyz 1 1
C -3.16 0.60 -0.57
C -3.23 -0.68 0.02
C -1.95 1.26 -0.52
C -2.08 -1.26 0.53
C 2.99 0.10 0.05
C 1.79 0.25 0.96
C -0.93 0.72 0.19
N 2.94 -0.60 -1.21
O -1.01 -0.59 0.80
S 0.57 1.45 0.45
H -4.00 1.13 -1.01
H -4.13 -1.26 -0.24
H -1.81 2.25 -0.92
H -2.08 -2.31 0.90
H 3.22 1.12 -0.16
H 3.84 -0.31 0.56
H 1.30 -0.64 1.34
H 2.28 0.62 1.95
H 2.08 -0.36 -1.72
H 3.36 -1.49 -1.39
*
```

=====

# 9
This record from the Open Molecules 2025 dataset describes a molecular structure, C20H34N4O2. The level of theory is ωB97M-V with the def2-TZVPD basis set.

Lowest unoccupied orbital energy   0.0204 Ha
Total energy   -1151.22317 hartree
Gap between HOMO and LUMO   8.80 eV
ΔE to the lowest compared entry with this formula, charge and spin   509.5 kcal/mol
HOMO level   -0.3032 hartree

Structure (ORCA input):
```
! RIJCOSX wB97M-V def2-TZVPD def2/J DEFGRID3
* xyz 0 1
C -3.00 -1.56 2.46
H -2.04 -1.10 1.88
H -2.88 -1.22 3.40
H -2.89 -2.67 2.25
C -4.32 -1.25 1.58
N -4.37 -1.35 0.35
C -4.54 -2.77 0.04
C -5.05 -2.53 -1.66
H -5.58 -3.45 -1.94
H -4.19 -2.38 -2.26
C -6.04 -1.17 -1.41
H -6.29 -0.80 -2.49
H -6.90 -1.86 -1.09
C -5.21 -0.33 -0.44
C -4.40 0.60 -1.38
N -3.61 1.31 -0.23
C -3.49 2.51 -0.19
O -4.25 3.36 -0.85
C -2.46 3.31 0.75
C -1.15 3.30 0.40
C -0.53 1.91 0.18
N -1.05 0.90 0.91
N 0.00 -0.03 0.59
C 0.93 0.48 0.10
O 0.75 1.92 -0.51
C 2.35 -0.15 -0.51
H 2.45 -0.10 -1.55
H 2.21 -1.09 -0.43
C 3.35 0.32 0.47
H 3.54 1.39 0.30
H 3.20 0.27 1.36
C 4.74 -0.33 -0.10
C 5.84 0.11 1.11
C 7.13 -0.71 0.77
C 7.62 -0.25 -0.58
C 6.67 -0.36 -1.61
C 5.31 0.10 -1.53
H 4.57 -0.18 -1.86
H 5.38 1.23 -1.38
H 6.87 -0.12 -2.54
H 6.59 -1.72 -1.50
H 8.47 -0.60 -0.56
H 7.73 0.85 -0.58
H 7.83 -0.43 1.58
H 6.94 -1.61 0.76
H 5.61 -0.30 2.06
H 6.01 1.05 1.14
H 4.77 -1.54 0.08
H -0.49 4.00 0.81
H -1.23 3.73 -0.68
H -2.85 4.27 1.01
H -2.58 2.63 1.66
H -2.73 0.84 0.12
H -3.71 0.01 -1.90
H -4.92 1.27 -1.64
H -5.88 0.22 0.39
H -3.50 -3.20 -0.17
H -5.22 -3.20 0.58
H -4.43 0.09 1.96
H -5.06 -1.62 2.49
*
```

=====

# 10
This record from the Open Molecules 2025 dataset describes a molecular structure, C26H24Cl2CrN8O2S2. The level of theory is ωB97M-V with the def2-TZVPD basis set.

Lowest unoccupied orbital energy (alpha / beta)   -0.1429 / -0.1489 Ha
Total energy   -4354.73826 hartree
Gap between HOMO and LUMO (alpha / beta)   5.59 / 5.47 eV
ΔE to the lowest compared entry with this formula, charge and spin   30.1 kcal/mol
<S²>   3.79
HOMO level (alpha / beta)   -0.3484 / -0.3498 hartree

Structure (ORCA input):
```
! RIJCOSX wB97M-V def2-TZVPD def2/J DEFGRID3
* xyz 1 4
Cr -1.68 0.73 1.21
C -0.40 0.65 5.29
C -0.64 0.85 3.84
N -1.73 0.63 3.20
N -2.82 0.06 3.80
C -3.90 -0.26 3.05
N -4.88 -0.90 3.68
S -4.06 0.15 1.41
C 0.47 1.35 2.97
C 1.68 1.76 3.46
C 2.67 2.15 2.56
C 2.41 2.09 1.21
C 1.16 1.67 0.79
N 0.20 1.34 1.65
H -1.30 0.39 5.86
H 0.00 1.57 5.73
H 0.34 -0.14 5.42
H -2.75 -0.24 4.76
H -4.82 -1.19 4.64
H -5.69 -1.19 3.15
H 1.87 1.75 4.53
H 3.64 2.47 2.92
H 3.16 2.35 0.48
H 0.92 1.58 -0.26
C 4.61 0.45 -2.26
O 4.01 0.37 -3.54
C 3.02 -0.54 -3.70
C 2.46 -0.62 -4.98
C 1.43 -1.51 -5.22
C 0.91 -2.29 -4.19
C 1.51 -2.24 -2.94
C 2.56 -1.38 -2.69
N -0.19 -3.15 -4.56
N -1.04 -3.52 -3.73
C -1.20 -2.87 -2.47
C -1.32 -3.64 -1.35
C -1.39 -3.09 -0.05
C -1.40 -1.74 0.10
O -1.45 -1.10 1.29
C -1.39 -0.92 -1.05
N -1.51 0.42 -0.80
C -1.52 1.25 -1.83
C -1.48 0.81 -3.15
C -1.40 -0.54 -3.41
C -1.32 -1.46 -2.34
H 5.36 1.24 -2.32
H 5.10 -0.49 -1.99
H 3.87 0.70 -1.49
H 2.86 0.01 -5.76
H 1.00 -1.59 -6.21
H 1.19 -2.89 -2.14
H 2.99 -1.36 -1.70
H -1.27 -4.72 -1.48
H -1.40 -3.72 0.83
H -1.59 2.31 -1.61
H -1.52 1.53 -3.96
H -1.42 -0.89 -4.43
Cl -0.25 4.50 -0.20
C -1.42 4.48 1.10
Cl -2.50 3.04 1.05
H -2.08 5.33 0.99
H -0.91 4.47 2.05
S 1.09 -1.75 3.02
C 1.46 -1.38 1.44
N 1.68 -1.10 0.33
*
```

=====

# 11
This record from the Open Molecules 2025 dataset describes a gas-phase ion, C11H12N3O (charge +1). The level of theory is ωB97M-V with the def2-TZVPD basis set.

Lowest unoccupied orbital energy   -0.1527 Ha
Total energy   -665.60315 hartree
Gap between HOMO and LUMO   8.28 eV
ΔE to the lowest compared entry with this formula, charge and spin   0.1 kcal/mol
HOMO level   -0.4568 hartree

Structure (ORCA input):
```
! RIJCOSX wB97M-V def2-TZVPD def2/J DEFGRID3
* xyz 1 1
C 1.57 -0.21 -2.79
O 0.67 -0.56 -1.72
C 0.99 -0.18 -0.45
C 2.34 -0.17 0.00
C 2.66 0.33 1.25
N 3.94 0.32 1.75
C 1.62 0.89 2.00
N 0.34 0.79 1.60
N 0.02 0.23 0.42
C -1.37 0.05 0.20
C -1.89 -1.12 -0.37
C -3.27 -1.33 -0.53
C -4.17 -0.38 -0.04
C -3.69 0.80 0.54
C -2.30 0.99 0.66
H 1.88 0.82 -2.58
H 1.06 -0.30 -3.75
H 2.47 -0.87 -2.81
H 3.13 -0.58 -0.61
H 4.67 -0.18 1.27
H 4.11 0.73 2.66
H 1.83 1.28 2.99
H -1.26 -1.95 -0.62
H -3.70 -2.25 -0.92
H -5.25 -0.63 -0.08
H -4.41 1.54 0.85
H -1.99 1.94 1.10
*
```

=====

# 12
This record from the Open Molecules 2025 dataset describes CH2N4O2 in the gas phase. The level of theory is ωB97M-V with the def2-TZVPD basis set.

Lowest unoccupied orbital energy (alpha / beta)   0.0003 / -0.1501 Ha
Total energy   -408.42935 hartree
Gap between HOMO and LUMO (alpha / beta)   5.37 / 6.63 eV
ΔE to the lowest compared entry with this formula, charge and spin   174.8 kcal/mol
<S²>   2.02
HOMO level (alpha / beta)   -0.1971 / -0.3937 hartree

Structure (ORCA input):
```
! RIJCOSX wB97M-V def2-TZVPD def2/J DEFGRID3
* xyz 0 3
C -1.00 -1.02 0.26
N -1.84 -1.68 0.62
N 1.35 -0.32 -0.26
N -0.01 -0.14 0.05
N -0.53 1.28 -0.23
O -1.68 1.36 -0.19
O 0.30 2.04 -0.27
H 1.55 -1.29 -0.57
H 1.85 -0.22 0.58
*
```